1.
Computed, not measured: C46H69AsBClN9NiOS3 as an isolated structure, with ωB97M-V/def2-TZVPD.

```
132
Properties=species:S:1:pos:R:3:forces:R:3:mulliken_charge:R:1
Ni -0.9348 0.0947 -0.5941 0.020 0.128 0.008 1.34
C -1.4557 6.4058 -2.9213 0.003 0.007 0.004 -2.33
C -1.3227 5.2231 -1.9634 -0.006 -0.018 -0.005 1.42
C -0.0639 5.4346 -1.1231 -0.007 -0.010 -0.009 -1.62
C -2.5889 5.1588 -1.1097 -0.001 0.009 0.005 -1.53
N -1.1922 3.9639 -2.7719 -0.005 -0.005 -0.001 0.51
C -1.2130 3.9377 -4.1550 0.050 -0.029 -0.010 -0.18
C -1.0809 2.6608 -4.5319 -0.067 0.020 0.000 -1.61
N -0.9834 1.8567 -3.3960 0.034 0.023 0.019 0.80
B -0.8115 0.3358 -3.7105 -0.003 -0.030 -0.007 -1.27
N 0.5971 -0.3547 -3.4351 -0.014 0.027 0.010 1.11
C 1.1534 -1.0020 -4.5294 0.013 -0.042 0.006 -1.42
C 2.3652 -1.4605 -4.1920 -0.025 0.029 -0.029 -0.27
N 2.5934 -1.0964 -2.8750 0.025 0.014 0.007 0.69
C 1.4948 -0.4333 -2.4223 -0.030 -0.039 0.017 -0.23
S 1.2768 0.1889 -0.8383 0.072 -0.086 -0.004 -0.43
C 3.9082 -1.4666 -2.2445 -0.002 -0.014 0.009 1.39
C 4.1178 -0.9133 -0.8402 -0.006 0.011 -0.009 -2.18
C 5.0131 -0.9045 -3.1433 0.003 -0.012 -0.001 -1.75
C 3.9720 -2.9935 -2.1841 -0.006 0.001 0.012 -1.51
N -2.0581 -0.6303 -3.4872 0.045 -0.017 0.015 0.71
C -2.3729 -1.4509 -4.5606 0.010 -0.018 0.014 -1.35
C -3.5405 -2.0580 -4.3110 0.013 0.015 -0.002 -0.47
N -3.9762 -1.6277 -3.0667 -0.007 0.002 -0.029 0.80
C -3.0495 -0.7595 -2.5725 -0.069 0.026 0.016 0.42
S -3.1052 0.0541 -1.0613 -0.021 -0.033 -0.033 -0.46
C -5.3705 -1.9874 -2.6264 0.009 -0.034 0.023 0.98
C -5.5033 -3.5112 -2.6923 0.001 0.014 0.014 -1.44
C -6.3346 -1.3129 -3.6046 0.016 -0.002 0.003 -1.67
C -5.7153 -1.5390 -1.2116 -0.026 0.013 -0.008 -1.90
C -1.0531 2.6882 -2.3191 -0.052 0.037 -0.086 0.01
S -1.0045 2.2985 -0.6603 0.015 -0.028 0.062 0.05
H -1.5450 7.3088 -2.3198 -0.001 0.003 0.000 0.46
H -2.3491 6.3334 -3.5424 -0.001 0.004 0.004 0.50
H -0.5774 6.5193 -3.5579 -0.002 0.002 0.003 0.49
H -0.1521 6.3823 -0.5917 0.004 0.003 0.004 0.53
H 0.8176 5.4826 -1.7648 -0.001 0.000 0.001 0.36
H 0.0826 4.6482 -0.3885 0.001 -0.007 0.009 0.34
H -2.7065 6.1094 -0.5886 -0.002 -0.001 0.002 0.49
H -2.5502 4.3643 -0.3702 -0.002 0.004 -0.005 0.25
H -3.4644 5.0045 -1.7425 0.002 0.001 -0.002 0.40
H -1.3164 4.8179 -4.7571 0.009 -0.005 0.006 0.58
H -1.0524 2.2446 -5.5198 0.000 -0.009 0.007 0.60
H -0.7890 0.3477 -4.9064 -0.002 0.023 0.008 -0.37
H 0.6436 -1.0606 -5.4719 -0.001 -0.002 0.001 0.68
H 3.0861 -1.9961 -4.7792 -0.006 -0.002 0.006 0.62
H 4.0605 0.1732 -0.8119 -0.006 -0.001 -0.002 0.42
H 5.1224 -1.2109 -0.5364 0.003 0.009 -0.001 0.61
H 3.4096 -1.3187 -0.1234 0.012 -0.004 0.000 0.31
H 4.9178 0.1782 -3.2312 0.001 0.001 0.000 0.38
H 5.0017 -1.3357 -4.1432 0.013 0.005 0.009 0.43
H 5.9821 -1.1292 -2.6988 0.000 -0.002 -0.002 0.46
H 3.1905 -3.3814 -1.5276 0.003 0.003 -0.002 0.23
H 4.9373 -3.2979 -1.7796 -0.003 -0.007 0.002 0.53
H 3.8586 -3.4539 -3.1655 -0.002 0.011 -0.006 0.35
H -1.7434 -1.5183 -5.4276 0.006 0.003 -0.001 0.71
H -4.1042 -2.7379 -4.9205 -0.009 0.001 0.006 0.64
H -5.3484 -3.9098 -3.6940 0.000 0.007 -0.007 0.37
H -6.5109 -3.7888 -2.3845 0.002 -0.001 0.001 0.52
H -4.7975 -3.9931 -2.0137 0.003 -0.003 0.005 0.23
H -6.1883 -1.6603 -4.6273 0.003 0.000 -0.004 0.36
H -6.2006 -0.2306 -3.5825 -0.004 0.001 -0.001 0.34
H -7.3611 -1.5375 -3.3151 0.001 -0.004 0.001 0.47
H -5.0396 -1.9494 -0.4655 -0.006 -0.001 -0.001 0.23
H -6.7201 -1.9099 -1.0050 -0.002 0.001 0.003 0.57
H -5.7282 -0.4566 -1.1123 -0.001 -0.014 0.000 0.52
C -2.3983 -3.1550 0.1586 -0.007 0.003 0.003 -0.81
As -0.8036 -2.2112 -0.4029 0.001 -0.040 -0.056 0.30
C 0.4444 -2.8272 0.9421 0.007 0.011 0.016 -0.76
C -0.2440 -3.2364 -1.9880 0.009 0.005 0.009 0.62
C -0.5539 -4.6978 -1.8986 -0.004 -0.010 -0.004 -0.29
C -1.7695 -5.1812 -2.3788 -0.007 0.010 -0.006 0.26
C -2.0936 -6.5245 -2.2698 0.004 -0.004 0.009 -0.75
C -1.2032 -7.4092 -1.6759 -0.006 0.003 0.003 -0.52
C 0.0152 -6.9420 -1.2056 0.000 0.002 -0.003 -0.90
C 0.3373 -5.5966 -1.3184 0.009 0.006 -0.010 -0.03
H -2.1593 -4.1943 0.3799 -0.003 0.006 0.011 0.56
H -3.1437 -3.1156 -0.6322 -0.009 0.004 -0.008 -0.11
H -2.7973 -2.6613 1.0437 0.002 0.000 -0.002 0.27
H 0.5028 -3.9146 0.9271 -0.001 -0.008 -0.006 0.70
H 0.0908 -2.4986 1.9183 0.000 0.006 -0.004 0.37
H 1.4214 -2.3857 0.7535 0.003 -0.009 0.005 -0.20
H 0.8267 -3.0569 -2.0993 0.016 0.011 -0.012 -0.43
H -0.7481 -2.7849 -2.8412 -0.004 0.011 -0.015 -0.26
H -2.4631 -4.4917 -2.8502 0.004 -0.002 -0.004 0.34
H -3.0404 -6.8842 -2.6521 0.000 0.001 0.000 0.44
H -1.4535 -8.4580 -1.5899 -0.001 0.000 -0.002 0.40
H 0.7212 -7.6279 -0.7559 -0.001 0.001 0.000 0.43
H 1.2999 -5.2439 -0.9649 0.000 0.002 0.009 0.35
C 3.1671 -0.7605 6.1699 -0.023 0.020 -0.003 -1.99
C 2.2763 -0.1982 5.0528 -0.002 0.016 0.020 2.19
C 3.1831 0.2596 3.9056 -0.003 0.009 -0.007 -1.47
C 1.4205 -1.3616 4.5268 -0.010 -0.003 0.005 -1.58
C 1.3763 0.9560 5.6232 0.019 -0.013 0.004 1.73
O 0.3165 0.3985 6.4010 0.017 -0.005 -0.020 -0.68
C 2.1002 1.9457 6.5748 -0.006 -0.006 -0.006 -1.81
C 3.2997 2.8049 6.1420 -0.004 -0.004 -0.002 -1.38
C 3.0013 3.8482 5.0914 -0.002 -0.002 -0.007 0.16
C 2.0212 4.8137 5.3146 0.000 -0.006 -0.001 0.07
C 1.6909 5.7438 4.3435 0.001 0.014 0.004 -0.94
C 2.3560 5.7168 3.1272 0.001 -0.007 -0.002 0.47
Cl 1.9431 6.8726 1.8971 -0.005 -0.004 -0.002 -0.20
C 3.3561 4.7920 2.8875 0.004 0.009 0.002 -0.96
C 3.6738 3.8682 3.8745 -0.005 -0.002 0.001 -0.01
C 0.6565 1.8055 4.5653 0.006 0.003 -0.012 -2.35
N -0.1628 1.1044 3.5907 -0.005 -0.002 0.007 1.28
C 0.0751 0.9888 2.2836 0.010 -0.027 -0.038 -0.89
N -0.8855 0.2911 1.7069 -0.022 0.058 0.030 0.31
C -1.7225 0.0177 2.7434 0.019 -0.043 0.030 -0.84
N -1.3222 0.4903 3.9005 0.007 0.033 -0.019 -0.94
H 3.7112 -1.6293 5.7965 -0.002 -0.001 -0.001 0.52
H 2.5838 -1.0986 7.0301 0.002 0.001 0.001 0.40
H 3.9044 -0.0378 6.5197 0.004 0.008 0.004 0.33
H 3.8016 -0.5824 3.5868 0.001 0.002 -0.003 0.62
H 3.8542 1.0651 4.1914 0.002 -0.003 -0.008 0.12
H 2.6141 0.5855 3.0342 0.008 -0.004 -0.005 -0.04
H 2.0839 -2.1840 4.2489 -0.004 -0.004 0.001 0.53
H 0.8507 -1.0904 3.6394 0.008 -0.008 0.007 -0.08
H 0.7194 -1.7196 5.2775 -0.006 -0.004 0.008 0.43
H 0.6894 0.0111 7.2004 0.002 -0.007 0.004 0.59
H 2.4120 1.3662 7.4466 0.002 -0.011 0.009 0.51
H 1.3140 2.6110 6.9413 0.001 -0.006 0.006 0.65
H 4.1353 2.1852 5.8179 0.001 0.004 0.010 0.45
H 3.6459 3.3157 7.0450 0.002 -0.001 -0.001 0.49
H 1.4988 4.8410 6.2640 0.000 -0.001 -0.001 0.45
H 0.9288 6.4890 4.5252 -0.001 -0.002 -0.002 0.46
H 3.8839 4.7990 1.9436 -0.003 0.000 0.000 0.44
H 4.4652 3.1533 3.6857 -0.003 -0.011 -0.004 0.41
H 1.3780 2.3802 3.9894 -0.013 0.012 0.003 0.62
H 0.0074 2.5037 5.0927 0.002 -0.004 -0.003 0.54
H 0.9282 1.4266 1.7884 -0.008 0.007 0.004 0.55
H -2.6461 -0.5275 2.6348 0.000 0.004 -0.002 0.59
```
Positions in Å, forces in eV/Å.

Calculated values
LUMO energy (alpha / beta): -1.8 / -1.8 eV
HOMO-LUMO gap (alpha / beta): 7.63 / 7.62 eV
Charge: +1
ΔE to the lowest compared entry with this formula, charge and spin: 0.00 kJ/mol
Multiplicity: 1
E_HOMO (alpha / beta): -9.449 / -9.449 eV

2.
Computed, not measured: C37H51BN7O4S4V as an isolated structure in a non-equilibrium geometry, with ωB97M-V/def2-TZVPD.

```
105
Properties=species:S:1:pos:R:3:forces:R:3:mulliken_charge:R:1
V -1.7089 2.0981 0.5626 -5.589 -1.726 -1.005 -0.03
C 0.6188 3.2377 -3.6543 -0.886 -0.086 -0.752 -1.67
C 0.9697 1.9612 -2.9299 0.970 0.665 -1.114 -0.41
C 2.0200 1.1891 -3.3805 -0.825 -0.058 -0.684 -0.62
C 2.4183 0.0499 -2.6318 0.636 -0.665 -2.661 0.25
N 2.0814 -0.1294 -1.4167 -0.252 0.798 1.351 -0.13
N 1.1946 0.8097 -0.9172 -2.035 0.098 0.514 1.09
B 1.1226 0.9176 0.5499 0.749 -0.403 -1.202 -0.74
N 1.1381 -0.3156 1.3366 0.883 -2.889 0.532 0.11
N 2.3053 -1.0945 1.2098 0.381 1.478 0.617 0.36
C 2.4191 -2.1611 1.9506 -0.555 0.211 0.535 -0.43
C 1.2819 -2.6125 2.7030 0.934 -1.489 0.416 -0.55
C 0.1076 -1.9615 2.7236 -1.629 -0.124 -0.442 -0.06
C -1.1365 -2.5044 3.3745 0.394 -0.562 0.111 -2.13
C 0.0350 -0.8047 1.9340 0.577 1.981 -0.352 1.16
S -1.4574 0.0423 1.6883 -0.468 0.374 -0.146 0.04
C 3.7401 -2.8962 2.2214 -0.111 -0.783 0.023 2.16
C 3.9742 -2.6552 3.7249 -0.592 -0.595 0.948 -1.40
C 3.4850 -4.4206 1.9729 0.348 0.402 -0.899 -1.65
C 4.8967 -2.3825 1.3838 -0.928 1.363 -0.920 -1.30
N -0.0883 2.8190 1.1495 0.353 1.987 0.578 0.06
N 1.1648 2.3252 1.1578 -0.021 0.348 1.077 0.19
C 2.1146 3.0071 1.8070 0.703 -1.332 0.294 0.41
C 1.7267 4.1341 2.5880 0.783 1.134 -0.070 -0.67
C 0.4522 4.6081 2.6605 -0.441 -0.467 -0.584 0.57
C -0.0207 5.8048 3.3307 1.862 2.086 0.681 -1.88
C -0.5057 3.9402 1.8278 0.060 -1.329 -0.684 0.32
S -2.1693 4.2961 1.5785 1.178 -1.190 -0.507 -0.27
C 3.5593 2.4540 1.8568 0.657 1.386 -2.213 2.26
C 3.6857 1.5485 3.0417 -0.765 -1.247 -0.410 -1.26
C 4.4960 3.6775 2.0530 0.339 0.037 -0.653 -2.04
C 4.0145 1.8075 0.4628 -0.074 2.049 0.124 -1.50
C 0.3413 1.5294 -1.7365 1.139 -0.351 -0.728 0.39
S -1.3998 1.5079 -1.6820 0.545 1.010 1.342 -0.18
C 3.2510 -0.9796 -3.3995 -0.186 -1.753 0.747 1.26
C 3.3279 -2.2929 -2.5597 0.559 1.489 1.191 -1.22
C 2.5364 -1.3572 -4.7126 -0.515 0.265 -0.949 -1.33
C 4.6425 -0.4037 -3.6846 -0.712 1.395 0.387 -1.46
H 1.5031 3.8477 -3.7925 0.517 -0.275 -0.185 0.46
H 0.0063 3.8659 -3.0338 -0.717 0.116 0.181 0.42
H 0.1339 3.1289 -4.6619 0.379 -0.145 1.007 0.37
H 2.3891 1.2487 -4.4403 -0.129 0.598 1.427 0.75
H 1.3805 -3.5811 3.2415 -0.130 0.891 -0.363 0.58
H -1.6220 -3.2616 2.7459 -0.044 0.438 -0.218 0.40
H -1.8557 -1.7597 3.7106 0.109 -0.001 -0.130 0.56
H -0.8061 -3.0855 4.2208 -0.018 -0.052 0.573 0.47
H 3.0866 -3.0542 4.3149 1.329 0.199 -0.499 0.46
H 3.9794 -1.5915 3.9607 0.423 0.140 -0.010 0.20
H 4.9186 -3.1489 4.0819 -0.961 0.484 -0.366 0.43
H 3.2712 -4.9659 2.8689 -0.355 -0.144 0.687 0.39
H 4.3849 -4.9368 1.5651 -0.755 0.583 -0.080 0.42
H 2.6106 -4.4830 1.3004 0.646 -0.598 -0.015 0.32
H 4.8915 -1.2630 1.4703 0.372 -0.861 -0.168 0.14
H 4.7142 -2.6337 0.3166 0.254 0.164 0.582 0.31
H 5.8635 -2.7731 1.6722 0.027 -0.153 0.241 0.47
H 2.5083 4.7692 3.0533 -0.467 -0.907 -0.177 0.46
H 0.6813 6.1761 4.1161 -0.279 -0.302 -0.762 0.41
H -0.9560 5.7495 3.8248 -1.174 -0.452 0.152 0.51
H -0.0897 6.6083 2.5537 -0.067 -0.423 0.519 0.42
H 3.2178 1.9848 3.8850 -0.414 0.584 1.093 0.41
H 4.7266 1.4194 3.2915 0.319 -0.446 -0.058 0.53
H 3.1353 0.6033 2.8556 0.751 0.240 0.202 0.04
H 4.4800 4.0042 3.0758 0.118 0.241 0.519 0.53
H 4.2762 4.5365 1.3999 -0.219 -0.308 0.143 0.44
H 5.5355 3.4217 1.7980 -0.370 -0.212 0.255 0.43
H 3.3711 1.0131 0.1025 0.230 -0.461 0.148 0.68
H 5.0861 1.4697 0.5038 -1.197 0.163 0.146 0.41
H 3.9601 2.6560 -0.3111 0.158 -1.222 0.946 0.30
H 2.3643 -2.8143 -2.6084 0.382 -0.053 0.133 0.38
H 3.5457 -1.9723 -1.4783 -0.149 -0.909 -1.453 -0.17
H 4.1513 -2.8948 -2.9572 -0.326 -0.121 0.234 0.51
H 1.6449 -2.0008 -4.5906 0.406 0.311 0.379 0.38
H 3.1974 -1.9323 -5.4104 -0.329 0.737 0.660 0.41
H 2.1492 -0.4502 -5.2260 0.466 -0.686 -0.171 0.31
H 5.2287 -0.2240 -2.7787 -0.103 -0.220 0.020 0.33
H 4.5076 0.5899 -4.1543 0.347 -0.426 -0.049 0.35
H 5.1943 -1.0293 -4.3528 0.302 -0.424 -0.389 0.50
C -5.6345 -4.0317 1.1184 0.696 1.367 0.509 -1.18
C -6.1452 -3.2932 -0.1013 0.755 0.099 -1.505 0.82
C -7.3196 -2.4974 -0.0878 0.767 -1.393 0.689 -0.62
C -7.7368 -1.7990 -1.2136 0.710 0.252 1.120 -0.77
C -6.9179 -1.9280 -2.3017 -0.544 0.691 -2.148 0.24
C -5.8133 -2.7645 -2.4445 0.274 1.138 -1.218 -0.57
C -5.3582 -3.3631 -1.3099 -0.271 -0.363 1.748 -0.37
S -7.2755 -0.7263 -3.5892 -1.808 0.149 -1.124 1.29
O -6.4178 -0.9893 -4.7267 -0.347 0.278 1.192 -0.67
O -8.7054 -0.4832 -3.7628 1.406 -1.203 -0.123 -0.69
N -6.9495 0.6496 -2.7870 0.726 1.985 0.574 -0.14
C -5.6848 1.1932 -2.3281 -0.176 -0.640 0.917 -0.87
C -5.7673 1.3687 -0.7680 -0.603 0.449 0.666 -0.24
C -4.5392 2.1349 -0.2384 -1.262 2.464 -2.595 0.50
O -4.3247 3.2766 -0.7031 0.361 -1.852 1.164 -0.59
O -3.7054 1.5440 0.5561 3.337 -0.496 1.042 -0.55
H -6.0330 -5.0262 1.2665 -0.051 -0.264 -0.274 0.32
H -5.9329 -3.4388 1.9941 0.070 -0.290 0.021 0.37
H -4.5063 -4.0553 1.1334 -1.133 -0.197 -0.177 0.17
H -7.8508 -2.4913 0.8597 -0.214 0.248 -0.200 0.40
H -8.5115 -1.0234 -1.1904 0.106 -0.666 -0.050 0.45
H -5.2620 -2.7907 -3.4242 -0.666 0.075 1.184 0.42
H -4.3465 -3.7909 -1.3283 -0.684 -0.358 0.223 0.32
H -7.6693 1.3805 -2.8720 0.215 -0.994 -0.236 0.32
H -5.4402 2.1129 -2.8912 0.106 -0.386 0.608 0.37
H -4.9060 0.4416 -2.4023 0.239 -0.134 -0.844 0.31
H -5.9750 0.4174 -0.2413 0.691 0.162 -0.536 0.17
H -6.6715 1.9425 -0.4947 0.502 0.286 -0.270 0.38
```
Positions in Å, forces in eV/Å.

Calculated values
LUMO energy (alpha / beta): -11.9 / -11.4 eV
HOMO-LUMO gap (alpha / beta): 2.17 / 2.67 eV
Charge: +3
Multiplicity: 2
E_HOMO (alpha / beta): -14.065 / -14.101 eV